19 unconnected molecules or ions with the total composition H38O19. Source: the Open Molecules 2025 dataset; level of theory: ωB97M-V with the def2-TZVPD basis set.

```
57
Properties=species:S:1:pos:R:3
H -8.1485 20.8650 -22.4811
H -9.0766 22.9307 -23.0940
H -8.9833 23.1519 -18.5204
O -8.8003 20.9849 -18.3311
O -12.1273 26.3608 -20.0988
H -10.5717 24.3616 -15.2870
H -13.1677 21.4862 -13.7887
H -9.1432 19.7835 -22.8457
O -9.4261 23.6885 -22.6251
H -11.7118 26.1570 -19.2609
H -11.0713 25.5975 -13.2397
H -9.9414 26.6641 -22.1027
O -8.6045 20.4764 -23.2276
H -7.7088 21.7947 -15.2857
O -12.3080 21.5541 -14.2042
H -9.8427 19.6474 -14.9312
O -11.4919 23.7280 -20.8093
H -7.1960 22.9747 -14.4878
H -9.8734 26.3818 -13.7314
H -10.0429 23.9064 -17.7460
H -9.4860 23.3258 -15.4883
H -11.1106 23.5379 -19.9522
O -7.6421 19.1580 -20.1156
O -9.3062 27.1148 -21.5463
H -10.7486 23.7096 -21.4121
H -6.8714 18.7917 -19.6820
H -9.9631 24.2724 -12.8155
H -12.5335 24.0566 -16.2636
O -13.3916 23.6975 -16.0380
H -11.9762 25.5838 -20.6369
O -10.3024 23.6504 -15.8684
O -10.2155 19.8353 -14.0698
H -13.7408 24.3030 -15.3841
H -7.8774 19.4729 -16.0823
H -8.8661 26.4127 -21.0672
O -10.9772 19.6583 -19.7845
O -9.6330 23.8492 -18.6091
H -10.5097 18.8767 -20.0790
H -6.0909 21.0943 -21.8921
O -7.7891 22.7450 -15.2031
O -10.2946 25.5246 -13.7943
O -6.7984 21.4166 -21.3338
O -9.5701 23.5533 -12.3209
O -13.5152 21.9325 -20.5779
H -8.4023 21.1440 -17.4753
H -10.3102 20.1854 -19.3445
H -8.1791 20.4132 -18.7821
H -6.7659 22.3683 -21.4305
H -8.7168 23.4170 -12.7326
H -13.0490 21.1352 -20.8290
H -7.3068 19.9071 -20.6083
H -12.4321 22.1884 -14.9102
H -9.3379 24.4145 -23.2427
H -6.5324 19.7241 -15.4344
O -7.3127 20.1744 -15.7579
H -12.8386 22.6092 -20.5555
H -10.8930 20.4900 -14.2392
```

F_max   1.22 eV/A
Energy   -39520.247 eV
Relative energy (zero: lowest compared OMol25 entry of this formula, charge and spin)   255.9 kJ/mol
Orbital gap   0.329 hartree